{"formula": "C42H76N9O6S", "method": "wB97M-V/def2-TZVPD", "total_energy_ev": -81309.595, "molar_mass_g_mol": 835.2, "multiplicity": 2, "e_lumo_ev": [-0.1, -4.2], "elements": ["C", "O", "C", "C", "N", "H", "H", "C", "C", "O", "C", "H", "H", "H", "H", "H", "H", "H", "H", "H", "H", "H", "H", "H", "H", "S", "O", "O", "O", "O", "C", "C", "N", "C", "C", "C", "C", "H", "H", "H", "H", "H", "H", "H", "H", "H", "H", "H", "H", "H", "H", "H", "C", "C", "N", "C", "C", "C", "C", "H", "H", "H", "H", "H", "H", "H", "H", "H", "H", "H", "H", "H", "H", "H", "N", "C", "C", "C", "C", "H", "H", "H", "H", "H", "N", "C", "C", "C", "C", "H", "H", "H", "H", "H", "N", "C", "C", "C", "C", "H", "H", "H", "H", "H", "N", "C", "C", "C", "C", "H", "H", "H", "H", "H", "N", "C", "C", "C", "C", "H", "H", "H", "H", "H", "N", "C", "C", "C", "C", "H", "H", "H", "H", "H"], "xyz": [[0.725, 2.772, 0.767], [0.275, 1.484, 0.375], [-0.970, 1.199, 1.055], [-1.225, -0.343, 0.842], [-1.191, -0.593, -0.690], [-1.945, -0.015, -1.032], [-0.421, -0.066, -1.077], [-1.234, -2.066, -1.217], [-0.545, -2.183, -2.567], [0.739, -1.620, -2.409], [1.417, -1.442, -3.685], [0.008, 3.435, 1.251], [1.151, 3.279, -0.099], [1.473, 2.657, 1.552], [-1.797, 1.831, 0.730], [-1.021, 1.392, 2.126], [-2.151, -0.772, 1.224], [-0.367, -0.883, 1.243], [-2.247, -2.436, -1.059], [-0.550, -2.631, -0.583], [-1.086, -1.522, -3.244], [-0.401, -3.179, -2.986], [2.024, -2.230, -4.131], [2.199, -0.684, -3.635], [0.795, -1.045, -4.487], [-4.123, 0.484, -2.387], [-3.298, 0.861, -1.242], [-3.385, 0.364, -3.646], [-4.763, -0.793, -2.148], [-5.182, 1.510, -2.475], [1.647, 5.536, 3.716], [2.463, 6.663, 3.097], [2.191, 6.824, 1.639], [2.489, 5.713, 0.800], [3.909, 4.969, 0.935], [0.930, 7.531, 1.337], [0.900, 8.993, 1.776], [1.990, 5.361, 4.736], [1.880, 4.662, 3.108], [0.566, 5.669, 3.772], [2.304, 7.623, 3.589], [3.498, 6.409, 3.325], [1.684, 4.996, 0.967], [2.442, 5.951, -0.262], [4.094, 4.724, 1.981], [4.024, 4.058, 0.347], [4.649, 5.700, 0.610], [0.017, 6.975, 1.550], [0.769, 7.589, 0.261], [1.820, 9.514, 1.509], [0.783, 9.027, 2.859], [0.047, 9.568, 1.416], [2.242, -5.289, 0.552], [1.547, -5.037, -0.815], [1.272, -6.221, -1.564], [2.470, -7.041, -1.900], [3.515, -6.180, -2.738], [0.284, -5.917, -2.643], [-0.486, -7.155, -3.129], [3.234, -5.701, 0.365], [1.681, -6.125, 0.970], [2.294, -4.407, 1.190], [0.575, -4.554, -0.715], [2.089, -4.275, -1.377], [2.885, -7.322, -0.932], [2.243, -7.876, -2.563], [3.883, -5.324, -2.173], [4.339, -6.788, -3.111], [2.988, -5.795, -3.612], [0.644, -5.283, -3.453], [-0.502, -5.261, -2.268], [-1.418, -6.939, -3.650], [-0.771, -7.795, -2.293], [0.078, -7.838, -3.765], [-2.073, 2.933, -2.382], [-0.777, 3.187, -2.528], [-0.539, 4.556, -2.722], [-1.801, 5.121, -2.718], [-2.775, 4.161, -2.591], [-2.400, 1.997, -2.187], [-0.016, 2.426, -2.629], [0.415, 5.059, -2.675], [-1.995, 6.184, -2.705], [-3.851, 4.078, -2.635], [0.195, 0.948, 4.442], [-0.157, 2.084, 5.048], [-1.420, 1.883, 5.634], [-1.594, 0.481, 5.571], [-0.689, -0.053, 4.686], [1.064, 0.946, 3.928], [0.497, 2.934, 4.926], [-2.083, 2.654, 5.999], [-2.501, -0.006, 5.896], [-0.626, -0.993, 4.160], [-0.889, -6.669, 0.654], [-1.905, -5.798, 0.161], [-2.384, -5.024, 1.170], [-1.635, -5.334, 2.280], [-0.711, -6.274, 1.934], [-0.303, -7.319, 0.149], [-2.167, -5.747, -0.886], [-3.174, -4.293, 1.081], [-1.668, -4.784, 3.209], [0.049, -6.743, 2.542], [3.480, 0.001, 4.414], [3.139, -0.418, 3.088], [3.317, 0.607, 2.249], [3.932, 1.613, 2.942], [3.889, 1.259, 4.246], [3.205, -0.484, 5.256], [2.659, -1.363, 2.882], [3.068, 0.661, 1.199], [4.140, 2.529, 2.409], [4.147, 1.752, 5.172], [-1.270, 0.252, -5.406], [-0.972, -0.649, -6.362], [0.036, -0.168, -7.108], [0.290, 1.153, -6.738], [-0.516, 1.344, -5.629], [-1.995, 0.151, -4.710], [-1.540, -1.567, -6.386], [0.622, -0.638, -7.885], [0.836, 1.970, -7.188], [-0.593, 2.175, -4.944], [-4.612, -0.477, 1.169], [-4.591, 0.228, 2.350], [-4.367, -0.687, 3.356], [-4.351, -1.975, 2.792], [-4.535, -1.830, 1.436], [-4.714, -0.159, 0.216], [-4.810, 1.280, 2.243], [-4.350, -0.399, 4.397], [-4.239, -2.922, 3.298], [-4.478, -2.530, 0.616]], "mulliken_charge": [-1.487, -0.080, -0.342, -0.563, 1.087, -0.465, 0.549, -0.952, -0.023, -0.211, -0.727, 0.514, 0.392, 0.256, 0.513, 0.426, -0.382, 0.628, 0.399, 0.419, 0.152, 0.300, 0.317, 0.372, 0.130, 1.210, -0.843, -0.985, -0.778, -0.840, -0.289, -1.223, 0.170, -0.233, -1.311, -0.356, -1.400, 0.507, -0.178, 0.338, 0.401, 0.368, 0.058, 0.519, 0.228, 0.394, 0.391, 0.296, 0.370, 0.308, 0.323, 0.436, -1.375, 0.140, 0.523, -0.733, -1.014, 0.217, -1.643, 0.331, 0.359, 0.216, -0.452, 0.585, 0.375, 0.417, 0.252, 0.432, 0.257, 0.369, -0.337, 0.454, 0.283, 0.397, 0.753, -0.551, -0.548, -0.844, -0.131, -0.275, 0.851, 0.494, 0.428, 0.578, 0.331, -0.313, -0.780, -0.745, -0.501, 0.224, 0.366, 0.373, 0.506, 0.596, 0.050, -1.164, 0.390, -0.685, -0.671, 0.293, 0.459, 0.395, 0.432, 0.465, 0.100, -1.437, 0.014, -0.003, -0.771, 0.266, 0.626, 0.589, 0.170, 0.413, 0.382, -0.711, -0.560, -0.726, -0.181, 0.352, 0.410, 0.406, 0.437, 0.360, 0.116, -0.700, -0.514, -0.680, -0.727, 0.123, 0.499, 0.606, 0.551, 0.657]}